27
Properties=species:S:1:pos:R:3 method="wB97M-V/def2-TZVPD" e_homo_ev=-8.1 orbital_gap_ev=8.946 e_above_lowest_kcal_mol=77.6 smiles=Cc1ccc(O)cc1.CCC energy_ev=-12674.3583
O 0.94 -0.09 -3.94
C 1.20 1.43 -0.59
C -0.23 1.59 -0.33
C -0.93 -2.25 2.44
C -0.61 0.13 -2.23
C 0.73 0.22 -2.57
C 1.10 -1.55 1.07
C -0.87 2.39 0.62
C -1.06 0.76 -1.09
C 1.63 0.93 -1.74
C -0.11 -1.08 1.78
H -0.96 -3.30 2.08
H -2.15 0.86 -0.89
H -0.69 -2.27 3.54
H -0.58 2.44 1.60
H -1.97 2.20 0.72
H -1.99 -2.02 2.48
H 1.92 1.84 0.14
H -0.42 3.36 0.20
H 1.48 -0.72 0.39
H 0.14 -0.45 2.64
H -0.78 -0.43 1.06
H 0.62 -2.32 0.33
H -1.29 -0.39 -2.99
H 1.99 -1.93 1.56
H 0.18 -0.57 -4.29
H 2.71 1.19 -1.97

---

27
Properties=species:S:1:pos:R:3 method="wB97M-V/def2-TZVPD" e_homo_ev=-8.9 orbital_gap_ev=9.827 e_above_lowest_kcal_mol=47.9 smiles=CCc1ccccc1.CCO energy_ev=-12675.6466
O 2.76 -0.24 1.65
C 2.35 0.90 2.41
C -0.61 -0.28 -1.48
C 1.09 0.63 3.20
C -1.95 -0.21 -1.01
C 0.05 0.90 -1.66
C -0.55 2.13 -1.25
C -1.83 2.15 -0.78
C -2.56 0.95 -0.64
C -0.09 -1.61 -2.02
C -0.66 -2.97 -1.49
H -1.71 -2.90 -1.24
H 1.00 -1.51 -1.93
H 1.12 1.07 -1.78
H 0.26 0.31 2.59
H -2.60 -1.07 -1.15
H 1.34 -0.18 3.95
H -0.14 -1.71 -3.11
H -0.07 3.06 -1.52
H 0.88 1.38 3.97
H 2.39 1.66 1.61
H 2.94 -0.95 2.27
H 3.12 1.29 3.09
H -0.49 -3.66 -2.31
H -3.64 0.98 -0.47
H -2.20 3.08 -0.35
H -0.18 -3.18 -0.55

---

27
Properties=species:S:1:pos:R:3 method="wB97M-V/def2-TZVPD" e_homo_ev=-8.4 orbital_gap_ev=9.223 e_above_lowest_kcal_mol=33.5 smiles=Cc1ccc(O)cc1.CCC energy_ev=-12676.2701
O 1.52 1.90 -2.17
C -0.53 -2.65 -0.67
C -0.62 2.42 2.99
C 1.70 2.85 0.05
C -0.57 1.37 0.68
C -1.70 -2.85 -1.67
C -0.14 2.38 1.55
C 0.10 1.10 -0.51
C 0.45 -3.82 -0.86
C 1.17 1.93 -0.84
C 1.07 3.01 1.28
H -1.16 3.37 3.11
H 0.19 2.34 3.72
H 2.38 2.28 -2.37
H -0.91 -2.52 0.33
H 1.56 3.55 2.08
H -0.12 -4.73 -1.01
H -1.30 1.61 3.26
H 0.94 -3.73 -1.84
H -1.32 -2.69 -2.67
H 1.24 -3.81 -0.12
H -2.62 -2.35 -1.40
H -0.20 0.32 -1.18
H 2.50 3.50 -0.26
H -2.04 -3.89 -1.52
H -0.08 -1.67 -0.84
H -1.48 0.82 0.88

---

27
Properties=species:S:1:pos:R:3 method="wB97M-V/def2-TZVPD" e_homo_ev=-8.7 orbital_gap_ev=9.535 e_above_lowest_kcal_mol=57.0 smiles=Cc1ccc(O)cc1.CCC energy_ev=-12675.2525
O 0.19 -0.35 2.96
C -1.39 -0.11 1.32
C 0.12 -1.50 -0.56
C -0.18 -0.73 1.68
C 0.78 1.49 -1.78
C 1.98 1.48 -0.82
C -1.06 -0.96 -0.92
C -1.54 -1.39 -2.21
C -1.86 -0.25 0.04
C 0.60 -1.43 0.81
C 1.71 2.78 0.07
H -2.06 -2.37 -2.21
H 2.56 2.99 0.71
H -2.30 -0.82 -2.81
H -2.76 0.30 -0.17
H 1.60 3.63 -0.60
H 1.01 1.48 -2.84
H 1.86 0.63 -0.07
H 0.80 2.46 0.59
H 0.21 0.59 -1.58
H 0.03 -1.10 3.61
H 1.49 -1.93 1.16
H 0.85 -1.93 -1.31
H -1.95 0.42 2.05
H -0.05 2.17 -1.54
H -0.73 -1.41 -3.03
H 2.98 1.44 -1.32

---

27
Properties=species:S:1:pos:R:3 method="wB97M-V/def2-TZVPD" e_homo_ev=-8.5 orbital_gap_ev=9.331 e_above_lowest_kcal_mol=21.3 smiles=Cc1ccc(O)cc1.CCC energy_ev=-12676.8007
O 3.02 -0.78 -0.95
C -0.42 -1.81 -1.46
C 0.11 -2.00 0.88
C -1.27 3.30 0.22
C 1.08 2.47 0.48
C -2.25 -2.42 0.16
C 1.43 -1.67 0.61
C -0.40 2.11 0.59
C 1.76 -1.29 -0.68
C 0.88 -1.43 -1.76
C -0.82 -2.07 -0.15
H 1.73 1.66 0.81
H -1.13 -1.86 -2.27
H -1.32 3.98 1.07
H 3.60 -1.06 -0.24
H -2.98 -1.83 -0.38
H 1.37 2.61 -0.56
H 1.35 -1.47 -2.73
H -2.48 -2.36 1.22
H -2.43 -3.46 -0.10
H -2.29 3.02 -0.07
H 1.41 3.34 1.04
H -0.55 1.77 1.61
H -0.57 1.21 0.00
H 2.19 -1.60 1.38
H -0.82 3.82 -0.62
H -0.21 -2.19 1.90

---

27
Properties=species:S:1:pos:R:3 method="wB97M-V/def2-TZVPD" e_homo_ev=-8.3 orbital_gap_ev=9.195 e_above_lowest_kcal_mol=41.8 smiles=CCc1ccc(O)cc1.CC energy_ev=-12675.9129
O 2.80 -0.76 2.80
C -1.13 1.53 -0.39
C 0.20 -2.32 -2.19
C -0.10 0.88 0.52
C 1.90 -0.27 1.89
C -1.68 2.89 0.07
C 0.58 -0.56 2.22
C 2.19 0.68 0.93
C -0.50 0.00 1.52
C 1.19 1.33 0.24
C -1.22 -2.55 -1.70
H 0.99 -2.86 -1.60
H -2.25 2.79 0.99
H -1.37 -1.85 -0.88
H -2.34 3.29 -0.72
H 0.21 -2.68 -3.21
H -1.90 -2.14 -2.45
H -1.55 -3.59 -1.55
H -0.91 3.64 0.27
H 0.56 -1.29 -2.26
H 3.26 0.75 0.65
H 0.30 -1.07 3.15
H -1.97 0.96 -0.75
H -1.57 -0.03 1.76
H -0.70 1.57 -1.41
H 1.36 2.13 -0.44
H 3.68 -0.46 2.54

---

27
Properties=species:S:1:pos:R:3 method="wB97M-V/def2-TZVPD" e_homo_ev=-8.5 orbital_gap_ev=9.385 e_above_lowest_kcal_mol=48.4 smiles=Cc1ccc(O)cc1.CCC energy_ev=-12675.6252
O 1.53 2.81 -0.85
C 1.75 0.57 -1.50
C 0.59 -0.31 0.81
C 1.72 -0.81 -1.23
C 0.60 1.04 0.55
C 1.22 1.49 -0.62
C 1.30 -2.69 0.38
C -2.89 -0.35 0.23
C 1.10 -1.28 -0.08
C -2.70 1.17 0.60
C -2.73 -1.33 1.38
H -2.31 -0.89 2.27
H 0.02 -0.74 1.63
H 1.45 3.00 -1.79
H -3.36 1.58 -0.16
H -1.70 1.47 0.32
H -3.68 -1.75 1.72
H 1.97 -2.71 1.28
H 0.35 -3.22 0.43
H -3.85 -0.52 -0.30
H 2.21 0.71 -2.47
H -2.31 -0.69 -0.66
H -2.20 -2.27 1.16
H 0.09 1.77 1.17
H 2.04 -1.54 -1.96
H -2.99 1.28 1.64
H 2.02 -3.26 -0.22

---

27
Properties=species:S:1:pos:R:3 method="wB97M-V/def2-TZVPD" e_homo_ev="-14.0 / -14.0" orbital_gap_ev="10.233 / 6.496" e_above_lowest_kcal_mol=28.3 multiplicity=2 charge=+1 energy_ev=-12667.9534
O -1.92 -4.57 -1.03
C -1.60 -3.42 -0.46
C -0.12 0.14 1.27
C 3.13 2.69 -0.82
C -2.08 -3.12 0.81
C -0.76 1.40 0.55
C -1.57 -1.94 1.33
C -0.56 -1.31 -0.75
C -1.04 -2.43 -1.36
C 1.88 3.28 -0.05
C -0.76 -1.06 0.65
H -0.97 -2.58 -2.42
H -1.84 1.23 0.44
H 2.09 4.36 0.00
H 0.96 0.10 1.27
H 3.93 3.42 -0.74
H -0.53 2.25 1.17
H 1.00 3.37 -0.70
H 2.70 2.43 -1.79
H -0.06 -0.56 -1.37
H 3.43 1.70 -0.48
H -2.66 -3.85 1.35
H -0.46 1.57 -0.49
H -1.89 -1.62 2.33
H 1.77 2.83 0.92
H -0.47 0.31 2.29
H -1.60 -4.61 -1.93